1.
ORCA calculation (wB97M-V/def2-TZVPD) on 8 unconnected molecules or ions with the total composition C28H66BF5NO14PS7.

ORCA input file:
```
! RIJCOSX wB97M-V def2-TZVPD def2/J DEFGRID3
* xyz 0 1
C 3.738 0.672 2.490
O 3.702 1.149 1.136
B 3.613 0.197 0.153
O 4.659 -0.612 -0.186
C 2.179 -0.021 -0.527
P 1.733 1.477 -1.516
N 2.762 2.653 -1.462
C 1.929 -1.346 -1.264
C 0.498 -1.782 -0.871
C 0.470 -3.259 -0.356
C -0.068 -3.502 1.070
C -0.771 -4.858 1.197
C -1.815 -4.853 2.282
F -1.345 -4.277 3.418
F -2.898 -4.131 1.909
C -2.317 -6.265 2.675
F -2.367 -7.050 1.589
F -3.528 -6.231 3.215
F -1.482 -6.834 3.542
C -0.456 -1.625 -2.096
O -1.575 -2.478 -2.138
C -2.661 -2.201 -1.278
O -3.455 -1.166 -1.784
C -3.383 0.073 -1.099
C -4.377 0.165 0.050
O -4.278 -1.010 0.846
C 0.171 -0.784 0.240
O -0.894 -0.548 0.733
O 1.279 -0.131 0.635
H 3.156 -0.247 2.600
H 4.763 0.498 2.838
H 3.268 1.415 3.130
H 5.312 -0.632 0.533
H 0.445 1.727 -0.994
H 1.493 0.932 -2.790
H 3.106 2.909 -2.382
H 2.667 -2.058 -0.887
H 2.125 -1.273 -2.334
H 1.485 -3.659 -0.424
H -0.136 -3.834 -1.058
H 0.768 -3.482 1.777
H -0.769 -2.718 1.356
H -0.060 -5.662 1.409
H -1.288 -5.109 0.266
H 0.121 -1.889 -2.985
H -0.764 -0.575 -2.204
H -3.255 -3.117 -1.281
H -2.327 -1.964 -0.266
H -3.634 0.859 -1.816
H -2.374 0.280 -0.728
H -5.402 0.302 -0.324
H -4.122 1.063 0.631
H -4.779 -0.873 1.658
C 6.184 -1.149 -2.984
S 5.219 -2.355 -3.879
O 3.805 -1.883 -3.782
C 5.364 -3.687 -2.679
H 6.176 -0.233 -3.575
H 5.727 -0.983 -2.014
H 7.207 -1.511 -2.871
H 4.995 -3.332 -1.716
H 6.409 -3.987 -2.602
H 4.763 -4.521 -3.035
C -9.022 -1.742 3.659
S -7.743 -1.211 2.516
O -7.886 0.261 2.358
C -8.450 -1.964 1.049
H -8.778 -1.327 4.634
H -9.984 -1.358 3.319
H -9.031 -2.830 3.711
H -9.453 -1.568 0.893
H -8.470 -3.047 1.172
H -7.805 -1.702 0.212
C -4.406 5.401 -3.065
S -4.447 3.916 -2.062
O -3.062 3.365 -2.037
C -5.387 2.932 -3.233
H -3.823 6.141 -2.520
H -3.920 5.170 -4.013
H -5.426 5.757 -3.203
H -4.848 2.894 -4.180
H -6.371 3.384 -3.356
H -5.488 1.930 -2.820
C 6.507 2.074 -1.025
S 6.436 2.876 -2.624
O 6.623 1.809 -3.648
C 8.019 3.718 -2.493
H 5.625 1.453 -0.914
H 7.402 1.451 -0.976
H 6.514 2.828 -0.238
H 8.804 2.978 -2.335
H 7.982 4.430 -1.669
H 8.186 4.245 -3.430
C -7.979 6.030 0.588
S -7.694 7.035 -0.871
O -7.353 6.084 -1.965
C -6.139 7.745 -0.321
H -8.890 5.461 0.416
H -7.137 5.352 0.724
H -8.107 6.678 1.456
H -5.435 6.939 -0.111
H -6.311 8.353 0.567
H -5.764 8.371 -1.128
C 9.750 -0.256 0.876
S 8.835 -1.535 0.011
O 7.414 -1.097 -0.018
C 8.960 -2.779 1.300
H 9.741 0.630 0.244
H 9.257 -0.045 1.825
H 10.777 -0.586 1.033
H 8.524 -2.386 2.218
H 10.006 -3.046 1.447
H 8.401 -3.649 0.964
C -0.663 1.595 3.279
S -0.009 0.716 4.702
O 1.475 0.768 4.570
C -0.507 -0.920 4.149
H -0.403 2.646 3.399
H -0.206 1.191 2.376
H -1.747 1.481 3.249
H -0.071 -1.107 3.169
H -1.594 -0.971 4.099
H -0.136 -1.639 4.877
*
```

Kohn-Sham gap	8.622	eV
largest force on an atom	0.0191	hartree/bohr
total energy	-5867.2808	Ha
LUMO energy	0.212	eV
HOMO level	-8.4	eV


2.
ORCA calculation (wB97M-V/def2-TZVPD) on C6H14N2O in the gas phase.

ORCA input file:
```
! RIJCOSX wB97M-V def2-TZVPD def2/J DEFGRID3
* xyz 0 1
C 2.377 -0.177 -0.300
N 1.248 -1.074 -0.491
C -0.137 -0.455 -0.923
N -0.046 0.496 -1.971
C -0.709 0.013 0.434
C -0.485 1.493 0.736
C -2.196 -0.330 0.544
C 0.091 -0.882 1.415
O 0.715 -0.454 2.362
H 2.287 0.326 0.662
H 2.469 0.590 -1.080
H 3.293 -0.766 -0.311
H 1.510 -1.804 -1.144
H -0.700 -1.324 -1.276
H -0.886 0.582 -2.528
H 0.388 1.367 -1.695
H 0.555 1.780 0.601
H -1.110 2.118 0.099
H -0.733 1.676 1.780
H -2.564 -0.045 1.528
H -2.769 0.206 -0.212
H -2.365 -1.398 0.414
H -0.236 -1.939 1.357
*
```

Kohn-Sham gap	9.650	eV
largest force on an atom	0.0448	hartree/bohr
energy above the lowest of the compared OMol25 structures with the same formula, charge and spin	172.4	kJ/mol
total energy	-421.7346	Ha
LUMO energy	0.742	eV
SMILES	CN[C@H](N)C(C)(C)C=O
HOMO level	-8.9	eV